Entry 1:
Entry from the Open Molecules 2025 dataset: one molecule with the formula C5H13NO3S in a non-equilibrium geometry (ωB97M-V/def2-TZVPD).

Summary:
- SMILES = C[C@@H]([N+](C)(C)C)S(=O)(=O)[O-]
- frontier orbital gap (eV) = 9.5
- net charge = 0
- E_tot (Ha) = -876.91198
- ΔE to the lowest compared entry with this formula, charge and spin (eV) = 1.1329

Positions of all 23 atoms, in Å:
1 C -0.4383 1.9274 -0.2227
2 C -0.5106 0.4531 -0.5478
3 N 0.5842 -0.3843 -0.0250
4 C 0.4322 -0.4807 1.4382
5 C 0.4687 -1.7368 -0.5989
6 C 1.9168 0.1554 -0.3507
7 S -2.2336 -0.0466 0.0908
8 O -2.2788 0.6465 1.3590
9 O -3.0836 0.4488 -0.9590
10 O -2.1659 -1.4949 0.2299
11 H -0.4146 2.1056 0.8477
12 H 0.3819 2.4506 -0.7151
13 H -1.3767 2.3458 -0.5820
14 H -0.4804 0.4449 -1.8542
15 H 0.4965 0.5051 1.8913
16 H -0.5532 -0.8890 1.6618
17 H 1.2131 -1.1186 1.8507
18 H 0.6454 -1.7028 -1.6707
19 H 1.1916 -2.4015 -0.1287
20 H -0.5530 -2.0879 -0.4082
21 H 2.0305 0.2201 -1.4315
22 H 2.0433 1.1452 0.0766
23 H 2.6843 -0.5056 0.0484



Entry 2:
Entry from the Open Molecules 2025 dataset: C36H25BrF3I2N4O5Tl as an isolated structure (ωB97M-V/def2-TZVPD).

Summary:
- frontier orbital gap (eV) = 5.2
- net charge = -2
- E_tot (Ha) = -5623.57398
- ΔE to the lowest compared entry with this formula, charge and spin (eV) = 1.2043

Positions of all 77 atoms, in Å:
1 Tl -0.2638 -0.5236 0.3923
2 I -0.3738 7.7538 -2.1680
3 C -0.0624 5.7255 -1.6283
4 C 1.0832 5.0693 -2.0444
5 C 1.2642 3.7657 -1.6434
6 I 3.0110 2.7396 -2.2355
7 C 0.3608 3.0131 -0.8147
8 O 0.6710 1.8574 -0.4023
9 C -0.8393 3.7531 -0.4764
10 C -1.9178 3.0815 0.3238
11 N -2.4848 1.9360 -0.3894
12 C -3.1196 2.3556 -1.6337
13 C -3.5362 1.1999 -2.5042
14 C -4.8702 1.0078 -2.8577
15 C -5.2005 -0.0438 -3.6962
16 C -4.1921 -0.8871 -4.1356
17 C -2.8946 -0.6260 -3.7212
18 N -2.5736 0.3919 -2.9354
19 C -1.0165 5.0658 -0.8685
20 H 1.8211 5.5632 -2.6614
21 H -2.7141 3.8132 0.5499
22 H -1.5015 2.7273 1.2661
23 H -3.1400 1.4468 0.2124
24 H -2.3798 2.9449 -2.1822
25 H -3.9999 2.9981 -1.4500
26 H -5.6290 1.6815 -2.4811
27 H -6.2274 -0.1957 -4.0059
28 H -4.4092 -1.7256 -4.7849
29 H -2.0644 -1.2515 -4.0348
30 H -1.9268 5.5802 -0.5808
31 Br -3.2934 -2.0770 1.2979
32 C -3.2446 -1.6157 3.1703
33 C -4.0901 -2.3010 3.9957
34 C -4.1216 -1.9903 5.3688
35 C -3.3703 -0.9527 5.8425
36 C -2.5097 -0.2231 4.9884
37 C -1.7550 0.8641 5.4750
38 C -0.8320 1.4705 4.6671
39 C -0.6252 1.0128 3.3515
40 C -1.3895 0.0201 2.7642
41 C -2.3635 -0.5929 3.6072
42 H -4.7296 -3.0777 3.5982
43 H -4.7440 -2.5791 6.0327
44 H -3.4213 -0.6698 6.8898
45 H -1.9042 1.1878 6.5007
46 H -0.2356 2.2954 5.0447
47 H 0.1926 1.4517 2.7851
48 O 3.0488 0.7363 3.1271
49 C 2.8009 0.0662 2.1160
50 O 1.9018 -0.7977 1.9368
51 C 3.7632 0.2624 0.9200
52 C 4.9443 0.9670 1.1158
53 C 5.8828 1.0935 0.0990
54 C 5.6418 0.5238 -1.1368
55 C 4.4504 -0.1665 -1.3344
56 C 3.5088 -0.2969 -0.3219
57 N 4.2126 -0.7826 -2.6230
58 O 4.9389 -0.4794 -3.5600
59 O 3.3126 -1.5982 -2.7198
60 H 5.1042 1.4071 2.0916
61 H 6.8066 1.6321 0.2718
62 H 6.3523 0.5903 -1.9475
63 H 2.5755 -0.8099 -0.5080
64 F 3.6547 -6.9355 -1.9449
65 C 3.6439 -5.6439 -2.3896
66 F 4.9037 -5.1995 -2.2585
67 F 3.3798 -5.7225 -3.7099
68 C 2.6417 -4.8289 -1.6416
69 C 3.0143 -4.0735 -0.5420
70 C 2.0206 -3.4085 0.1648
71 N 0.7343 -3.4744 -0.1680
72 C 0.3923 -4.1954 -1.2296
73 C 1.3044 -4.8846 -2.0103
74 H 4.0541 -3.9881 -0.2588
75 H 2.2465 -2.7740 1.0181
76 H -0.6681 -4.2160 -1.4615
77 H 0.9956 -5.4437 -2.8831



Entry 3:
Entry from the Open Molecules 2025 dataset: an isolated ion of composition C8H12NOS and charge +1 in a non-equilibrium geometry (ωB97M-V/def2-TZVPD).

Summary:
- SMILES = C[N@@H+]1C=C=C/C=C\SOCC1
- frontier orbital gap (eV) = 8.5
- net charge = +1
- E_tot (Ha) = -839.83591
- ΔE to the lowest compared entry with this formula, charge and spin (eV) = 2.3239

Positions of all 23 atoms, in Å:
1 C 2.7613 -0.2470 0.5523
2 N 1.3081 0.0150 0.5738
3 C 0.5673 -1.2395 0.8846
4 C -0.5398 -1.5371 0.2729
5 C -1.5703 -1.9240 -0.4399
6 C -2.8393 -1.2405 -0.4987
7 C -2.9872 0.0398 -0.1276
8 S -1.7827 0.8295 0.8651
9 O -1.2172 2.0446 -0.1580
10 C 0.1714 2.0883 -0.3541
11 C 0.8466 0.7379 -0.6539
12 H 3.0731 -0.6999 1.4917
13 H 2.9935 -0.9315 -0.2627
14 H 3.3127 0.6810 0.4113
15 H 1.1137 0.6411 1.3674
16 H 0.9223 -1.7263 1.7765
17 H -1.4355 -2.7375 -1.1402
18 H -3.6471 -1.7459 -1.0063
19 H -3.8603 0.6215 -0.3646
20 H 0.6585 2.5659 0.5114
21 H 0.2928 2.7531 -1.2151
22 H 0.1459 0.0961 -1.1937
23 H 1.7121 0.9155 -1.2922



Entry 4:
Entry from the Open Molecules 2025 dataset: one molecule with the formula C3H5NO2 (ωB97M-V/def2-TZVPD).

Summary:
- frontier orbital gap (alpha / beta) (eV) = 7.9 / 7.9
- net charge = 0
- E_tot (Ha) = -322.40362
- ΔE to the lowest compared entry with this formula, charge and spin (eV) = 4.6454

Positions of all 11 atoms, in Å:
1 N 1.5736 0.8203 0.9989
2 C 1.0726 0.7981 -0.1451
3 O 0.1661 -1.1720 -0.8770
4 C -0.8316 -1.0962 0.0159
5 C -1.1882 0.3470 -0.1179
6 O -0.2939 1.2485 -0.2355
7 H 2.5606 0.6032 0.9624
8 H 1.4909 0.7156 -1.1451
9 H -0.6136 -1.3390 1.0822
10 H -1.7462 -1.6682 -0.2488
11 H -2.1903 0.7429 -0.2899



Entry 5:
Entry from the Open Molecules 2025 dataset: one molecule with the formula CF3N3 in a non-equilibrium geometry (ωB97M-V/def2-TZVPD).

Summary:
- SMILES = FN(F)C1(F)N=N1
- frontier orbital gap (eV) = 11.2
- net charge = 0
- E_tot (Ha) = -501.72573
- ΔE to the lowest compared entry with this formula, charge and spin (eV) = 0.9942

Positions of all 7 atoms, in Å:
1 F -0.9060 0.2556 1.7648
2 N -0.5370 -0.5073 0.6795
3 F -1.6897 -0.7431 0.0052
4 C 0.3246 0.1322 -0.2328
5 F -0.1420 1.4706 -0.9260
6 N 1.1930 -0.5343 -1.1218
7 N 1.7573 -0.0737 -0.1689



Entry 6:
Entry from the Open Molecules 2025 dataset: C23H70O24Zr as an isolated structure in a non-equilibrium geometry (ωB97M-V/def2-TZVPD).

Summary:
- frontier orbital gap (eV) = 8.9
- net charge = 0
- E_tot (Ha) = -2771.06131
- ΔE to the lowest compared entry with this formula, charge and spin (eV) = 3.3662

Positions of all 118 atoms, in Å:
1 Zr 9.0300 16.7807 13.9807
2 O 9.3194 14.7155 13.7588
3 H 9.8285 13.9203 14.0099
4 O 9.8591 17.5844 12.1898
5 H 10.1422 18.5178 12.1349
6 O 7.5994 18.3349 14.0862
7 H 6.9976 18.7724 14.7194
8 C 8.7730 16.7353 18.5712
9 C 9.4093 15.9462 17.3762
10 C 8.8701 14.5604 17.3011
11 O 9.2153 16.5836 16.1556
12 H 7.6833 16.7446 18.5481
13 H 8.9884 17.8028 18.6172
14 H 9.0727 16.2795 19.5148
15 H 10.4797 15.8117 17.5318
16 H 9.2658 13.9986 16.4550
17 H 7.7856 14.5817 17.1933
18 H 9.0938 13.8764 18.1198
19 C 10.3718 19.7442 15.6898
20 C 11.6376 19.5368 16.5008
21 O 12.8757 19.9002 15.8960
22 O 10.3610 18.9860 14.5499
23 H 10.0813 20.7332 15.3354
24 H 9.5511 19.3423 16.2840
25 H 11.7431 18.4768 16.7317
26 H 11.5010 20.0945 17.4273
27 H 12.7834 20.8494 15.7862
28 H 11.1501 19.3030 14.1046
29 C 8.7095 12.7579 10.8606
30 C 10.2630 12.8424 10.6069
31 O 10.9763 11.6669 11.0123
32 O 8.4706 12.5379 12.2428
33 H 8.3142 11.9695 10.2202
34 H 8.2339 13.7024 10.5964
35 H 10.7356 13.7413 11.0029
36 H 10.2933 12.9087 9.5193
37 H 11.0018 11.0676 10.2629
38 H 8.7732 13.3512 12.6533
39 C 11.5773 12.0352 15.8365
40 C 11.0576 10.6203 16.1353
41 O 10.6047 10.4860 17.5358
42 O 13.0333 12.0107 15.7931
43 H 11.1341 12.8195 16.4501
44 H 11.2292 12.2506 14.8263
45 H 11.7570 9.8259 15.8747
46 H 10.2043 10.5575 15.4600
47 H 11.3880 10.1835 18.0010
48 H 13.3828 11.5732 16.5730
49 C 6.9284 10.6679 14.6797
50 C 6.9803 11.8519 15.6497
51 O 5.7305 12.2731 16.1203
52 O 6.5095 10.9155 13.2989
53 H 6.2727 9.8780 15.0460
54 H 7.9114 10.1980 14.6482
55 H 7.5361 12.6704 15.1922
56 H 7.4716 11.5587 16.5774
57 H 5.2645 12.4379 15.2974
58 H 7.2294 11.3213 12.8104
59 C 8.5266 8.6995 11.9105
60 C 9.8694 8.7359 12.6982
61 O 10.0151 7.5521 13.3994
62 O 8.6320 7.6131 10.9476
63 H 8.4148 9.6722 11.4314
64 H 7.6902 8.5218 12.5866
65 H 9.8131 9.5702 13.3974
66 H 10.7312 8.9472 12.0651
67 H 10.4550 6.9498 12.7950
68 H 7.7156 7.3824 10.7780
69 C 11.9622 14.3861 20.1786
70 C 12.3573 13.7571 18.8450
71 O 13.5801 13.0633 18.8951
72 O 12.9714 15.1779 20.5740
73 H 11.7616 13.6204 20.9280
74 H 11.0333 14.9561 20.1994
75 H 12.5194 14.5441 18.1085
76 H 11.5668 13.0980 18.4862
77 H 13.3247 12.1865 19.1913
78 H 13.7560 14.6401 20.7032
79 C 12.2904 15.5236 14.7113
80 C 13.0318 14.4321 13.7833
81 O 13.5950 15.0952 12.6308
82 O 11.5305 16.4939 14.0354
83 H 13.1606 16.0454 15.1095
84 H 11.7838 15.0538 15.5544
85 H 12.3439 13.7373 13.3015
86 H 13.7736 13.8488 14.3289
87 H 14.1886 14.5079 12.1572
88 H 12.1590 16.7996 13.3772
89 C 10.7713 17.7179 7.9802
90 C 9.9584 18.8003 8.6728
91 O 10.4510 19.0162 9.9656
92 O 12.1335 18.0077 8.1282
93 H 10.4101 17.4961 6.9760
94 H 10.6451 16.7560 8.4771
95 H 8.9154 18.4838 8.6629
96 H 10.0784 19.7281 8.1133
97 H 10.0924 18.3936 10.6022
98 H 12.1948 18.6557 8.8338
99 C 14.3695 8.9524 12.7447
100 C 13.5480 10.2670 12.8326
101 O 14.3033 11.4342 13.2022
102 O 15.3389 9.0389 11.7074
103 H 13.6424 8.1604 12.5653
104 H 14.8672 8.6614 13.6697
105 H 12.8475 10.1221 13.6550
106 H 13.1438 10.4855 11.8442
107 H 14.0134 11.5805 14.1056
108 H 15.5486 8.1270 11.4930
109 C 6.3316 15.8036 12.3803
110 C 6.1657 14.9134 13.6016
111 O 6.7836 15.6363 14.6733
112 O 7.7151 16.2181 12.1720
113 H 5.7797 16.7092 12.6322
114 H 5.9694 15.2912 11.4890
115 H 6.6646 13.9835 13.3287
116 H 5.1829 14.6466 13.9902
117 H 6.1314 15.7097 15.3738
118 H 7.8026 16.4229 11.2382